{
  "formula": "C37H72Br2Cl32N",
  "method": "ωB97M-V/def2-TZVPD",
  "species": ["C", "C", "N", "C", "Br", "C", "C", "Br", "H", "H", "H", "H", "H", "H", "H", "H", "Cl", "C", "C", "Cl", "H", "H", "H", "H", "Cl", "C", "C", "Cl", "H", "H", "H", "H", "Cl", "C", "C", "Cl", "H", "H", "H", "H", "Cl", "C", "C", "Cl", "H", "H", "H", "H", "Cl", "C", "C", "Cl", "H", "H", "H", "H", "Cl", "C", "C", "Cl", "H", "H", "H", "H", "Cl", "C", "C", "Cl", "H", "H", "H", "H", "Cl", "C", "C", "Cl", "H", "H", "H", "H", "Cl", "C", "C", "Cl", "H", "H", "H", "H", "Cl", "C", "C", "Cl", "H", "H", "H", "H", "Cl", "C", "C", "Cl", "H", "H", "H", "H", "Cl", "C", "C", "Cl", "H", "H", "H", "H", "Cl", "C", "C", "Cl", "H", "H", "H", "H", "Cl", "C", "C", "Cl", "H", "H", "H", "H", "Cl", "C", "C", "Cl", "H", "H", "H", "H", "Cl", "C", "C", "Cl", "H", "H", "H", "H"],
  "coordinates": [[0.27758, 3.59894, 1.20498], [0.61298, 4.86951, 1.10618], [0.07990, 5.72096, 0.01091], [-0.73290, 6.82533, 0.54727], [0.10118, 8.54746, 0.64932], [-1.98410, 6.61834, 0.94092], [-2.73265, 5.30319, 0.86685], [-2.95502, 8.11178, 1.67304], [-0.02659, 2.98656, 0.32266], [0.25871, 3.16996, 2.20851], [1.32892, 5.30953, 1.79958], [-0.36970, 5.17854, -0.73548], [0.90937, 6.16184, -0.42062], [-3.59568, 5.39237, 1.54453], [-3.13136, 5.19331, -0.15006], [-2.16046, 4.43303, 1.21264], [-1.18778, -0.89578, -1.81569], [0.32028, -1.21201, -0.92098], [0.26953, -0.71377, 0.50383], [0.26910, 1.07561, 0.61485], [1.14131, -0.75987, -1.47360], [0.46094, -2.29104, -0.92448], [1.15320, -1.05534, 1.04359], [-0.61097, -1.07980, 1.02681], [-4.62583, 7.25586, -2.12709], [-5.28989, 6.02617, -3.24006], [-5.76063, 4.80151, -2.50091], [-4.38802, 3.89260, -1.81352], [-4.52309, 5.78244, -3.97243], [-6.12485, 6.49089, -3.76265], [-6.27886, 4.12965, -3.18430], [-6.44033, 5.05700, -1.69208], [-1.33443, -0.63816, 3.87472], [-0.00712, -0.00416, 4.88776], [1.30031, 0.07446, 4.13597], [1.95379, -1.53975, 3.76038], [0.07506, -0.63924, 5.76484], [-0.30491, 0.99235, 5.21401], [2.04480, 0.58624, 4.74575], [1.19510, 0.61916, 3.19939], [0.49356, -0.28061, -6.70777], [-0.93981, -0.87037, -5.81981], [-1.49893, -2.13174, -6.43336], [-2.23666, -1.83456, -8.02791], [-1.67273, -0.07179, -5.79964], [-0.62087, -1.06662, -4.79810], [-2.28091, -2.54124, -5.79689], [-0.72735, -2.88937, -6.55407], [4.42687, 2.57774, 2.52131], [4.26238, 2.08870, 0.81254], [4.32638, 3.25893, -0.13664], [2.87267, 4.29446, 0.03351], [3.32145, 1.55014, 0.70989], [5.07791, 1.39595, 0.60463], [4.34969, 2.90075, -1.16525], [5.20372, 3.87269, 0.02808], [-3.38186, -0.95137, -4.14154], [-4.46338, 0.13152, -3.23332], [-5.50166, 0.76827, -4.12365], [-4.78812, 1.94406, -5.26022], [-3.85050, 0.87790, -2.73363], [-4.95277, -0.47450, -2.47095], [-6.22263, 1.31261, -3.51373], [-6.03953, 0.02322, -4.70598], [1.16856, -2.78947, -3.61207], [1.30063, -4.56498, -3.72056], [0.09277, -5.17492, -4.37953], [-1.36036, -5.01892, -3.35319], [1.44299, -4.95360, -2.71378], [2.19415, -4.78534, -4.30163], [0.26321, -6.24102, -4.54749], [-0.12245, -4.71231, -5.34034], [1.57413, -2.92447, 7.64522], [2.40895, -1.81667, 8.76618], [1.47411, -0.77635, 9.33155], [0.94575, 0.38909, 8.09006], [3.23983, -1.35981, 8.23256], [2.81338, -2.42578, 9.57357], [1.98187, -0.20532, 10.10773], [0.58649, -1.22958, 9.76740], [-5.23192, -5.98943, 1.22300], [-4.02565, -6.72555, 0.12729], [-3.22563, -5.68877, -0.61617], [-4.19973, -4.79788, -1.81832], [-4.55281, -7.39046, -0.55513], [-3.34643, -7.33102, 0.75086], [-2.41779, -6.17294, -1.16394], [-2.78861, -4.96018, 0.06440], [-0.47306, -11.50736, 2.25657], [-1.50201, -10.34245, 3.12503], [-2.56197, -9.74506, 2.23214], [-1.86607, -8.66154, 0.99574], [-0.85825, -9.57453, 3.54976], [-1.97511, -10.88454, 3.94299], [-3.25057, -9.14454, 2.82705], [-3.13554, -10.51445, 1.72008], [-3.25632, 8.22014, -5.44407], [-2.01258, 8.87239, -4.34949], [-0.64546, 8.89887, -4.98684], [0.01064, 7.25872, -5.22899], [-2.01712, 8.27328, -3.44050], [-2.32033, 9.88557, -4.09244], [0.05287, 9.42640, -4.33778], [-0.66245, 9.40231, -5.95094], [2.51186, -5.78732, 3.41686], [1.56128, -5.87685, 4.92224], [2.00443, -7.01339, 5.80983], [1.60336, -8.60450, 5.11416], [0.51127, -5.96782, 4.65203], [1.70041, -4.92818, 5.44028], [1.49399, -6.94974, 6.77030], [3.07700, -6.98489, 5.98997], [4.24927, -5.20198, -6.09657], [4.31421, -6.98277, -6.15307], [3.07785, -7.57774, -6.77991], [1.63111, -7.37097, -5.75229], [4.46299, -7.34739, -5.13880], [5.18926, -7.24851, -6.74464], [3.21531, -8.64941, -6.91896], [2.86652, -7.13223, -7.74947], [-7.88109, 7.37540, -1.18647], [-7.13108, 8.54280, -0.06850], [-8.09748, 9.62006, 0.35961], [-8.51211, 10.71705, -0.97964], [-6.25549, 8.96248, -0.55874], [-6.79798, 7.97791, 0.80222], [-7.64461, 10.22990, 1.14079], [-9.02147, 9.19732, 0.74850], [7.44629, 3.92244, 1.11696], [8.08712, 3.46768, 2.71647], [9.40858, 2.74675, 2.60863], [9.23497, 1.12756, 1.88555], [7.33710, 2.86012, 3.21949], [8.21473, 4.39043, 3.28128], [9.83222, 2.60587, 3.60231], [10.12276, 3.30786, 2.00970], [4.87626, -2.06284, 1.01241], [6.36484, -2.45414, 1.91446], [6.29536, -1.97394, 3.34285], [6.33977, -0.19545, 3.44329], [7.20876, -2.01615, 1.38558], [6.47249, -3.53788, 1.89175], [7.15366, -2.34454, 3.90235], [5.39042, -2.32095, 3.83830]],
  "atomic_forces_ev_per_a": [[-1.14, 0.78, -0.20], [-1.11, -0.49, 1.04], [2.18, 0.55, -0.18], [-0.47, 1.00, 0.16], [0.18, -1.15, -0.30], [-0.42, 0.01, 0.42], [-0.47, 0.78, 0.50], [0.25, -0.88, -0.40], [-0.61, 1.53, 0.95], [0.90, -0.35, -0.55], [-0.92, 0.74, -0.03], [-0.25, -0.04, 0.28], [-0.31, -0.02, -0.27], [0.24, -0.15, -0.35], [0.16, -0.20, 0.26], [0.08, 0.31, -0.37], [0.14, 0.09, 0.13], [0.02, 0.12, 0.18], [0.13, -0.47, -0.11], [0.07, -1.98, -0.14], [-0.05, 0.01, 0.00], [-0.01, 0.03, 0.07], [-0.01, 0.04, -0.02], [-0.02, 0.16, -0.01], [0.33, -0.04, 0.04], [-0.12, -0.07, -0.24], [-0.27, 0.09, -0.11], [0.01, -0.26, -0.02], [0.06, 0.05, 0.09], [-0.03, 0.02, 0.12], [0.13, 0.01, -0.08], [0.13, 0.01, 0.05], [0.00, 0.01, -0.04], [0.06, 0.03, 0.00], [0.01, 0.16, 0.13], [0.04, -0.07, -0.07], [-0.01, -0.07, -0.10], [0.01, -0.01, -0.05], [-0.03, -0.06, 0.05], [-0.04, -0.08, 0.00], [0.06, 0.01, -0.02], [0.18, -0.01, -0.06], [0.01, -0.02, 0.11], [0.02, -0.01, -0.03], [0.08, 0.02, -0.21], [0.00, -0.06, -0.05], [0.03, -0.01, -0.01], [0.04, 0.11, -0.08], [-0.23, 0.11, -0.01], [0.02, -0.15, -0.07], [0.38, -0.16, -0.29], [1.31, -0.27, -0.62], [0.00, 0.04, 0.06], [0.05, 0.09, -0.01], [-0.13, -0.02, 0.04], [-0.13, 0.07, 0.12], [-0.55, 0.02, 0.21], [-0.13, -0.02, 0.16], [-0.12, -0.01, 0.10], [0.02, 0.02, 0.00], [0.04, 0.04, -0.09], [-0.04, -0.01, -0.07], [0.07, 0.00, 0.03], [0.09, 0.02, -0.04], [0.12, -0.03, -0.11], [0.19, -0.25, -0.04], [-0.15, -0.19, 0.18], [0.05, 0.15, -0.21], [-0.09, 0.07, 0.01], [-0.06, 0.04, -0.07], [-0.35, 0.59, 0.41], [0.01, 0.02, 0.05], [-0.02, 0.03, -0.07], [0.12, 0.01, 0.12], [0.07, -0.07, 0.19], [0.00, 0.07, 0.07], [-0.08, 0.00, -0.06], [-0.08, 0.01, 0.01], [0.05, 0.00, -0.07], [-0.01, 0.00, -0.11], [-0.07, 0.04, -0.01], [0.05, -0.03, 0.24], [0.06, -0.08, 0.09], [-0.10, 0.05, 0.08], [-0.04, 0.09, 0.00], [-0.93, 0.91, -0.52], [-0.06, -0.05, 0.00], [-0.09, 0.02, -0.01], [0.03, 0.03, -0.01], [-0.01, 0.04, 0.10], [-0.18, -0.08, 0.20], [1.09, -0.92, 0.20], [0.02, -0.01, -0.08], [-0.06, 0.00, -0.06], [0.07, 0.03, 0.01], [0.11, 0.01, -0.07], [0.02, -0.06, -0.01], [-0.02, 0.12, 0.11], [0.03, 0.14, 0.04], [0.00, -0.04, 0.02], [-0.03, -0.05, -0.07], [0.04, 0.00, -0.06], [-0.04, -0.02, 0.03], [-0.04, -0.10, -0.01], [0.00, 0.02, -0.04], [-0.07, 0.12, 0.12], [-0.02, 0.08, 0.12], [0.03, -0.03, -0.03], [0.05, -0.07, -0.06], [0.06, -0.04, 0.01], [-0.04, 0.03, -0.05], [-0.02, -0.04, -0.10], [-0.02, 0.03, 0.03], [0.06, -0.11, 0.01], [0.11, -0.21, -0.15], [0.57, -0.37, -0.49], [-0.07, 0.06, -0.01], [-0.06, 0.01, -0.05], [0.02, 0.02, 0.07], [-0.05, 0.07, 0.09], [-0.18, 0.03, 0.00], [0.12, 0.05, 0.18], [-0.02, 0.01, 0.09], [-0.01, -0.03, -0.01], [-0.09, 0.00, -0.09], [-0.07, 0.00, 0.00], [0.06, -0.03, -0.04], [0.01, -0.01, -0.09], [0.17, 0.03, -0.04], [0.05, -0.01, 0.26], [0.09, 0.04, 0.07], [0.08, 0.06, -0.10], [-0.01, -0.04, -0.13], [0.06, 0.01, -0.07], [-0.09, 0.00, 0.01], [-0.07, -0.03, -0.05], [-0.02, 0.07, -0.08], [0.12, -0.12, 0.06], [0.06, -0.15, 0.11], [-0.17, -0.03, 0.06], [-0.08, 0.08, 0.00], [-0.07, 0.02, 0.05], [0.04, 0.01, -0.10], [-0.04, 0.09, -0.09]],
  "mulliken_charge": [-0.5641, -0.8614, 0.2349, -0.4182, -0.0332, 0.5567, -0.8294, -0.1037, 0.4294, 0.4035, 0.6065, 0.4021, 0.4607, 0.4142, -0.0833, 0.3669, 0.1009, -0.7939, -0.4628, -0.1787, 0.3859, 0.3949, 0.1071, 0.3001, -0.1219, -0.7005, -0.3181, -0.2190, 0.4349, 0.3453, 0.3356, 0.2735, -0.1811, -0.4464, 0.2195, -0.0846, 0.2213, 0.3863, 0.3617, -0.4255, -0.2155, -0.0483, 0.0057, -0.2072, 0.4203, -0.2154, 0.1590, 0.1663, -0.2083, -0.0962, -0.2507, -0.1794, 0.0255, 0.3406, 0.3767, 0.0477, -0.1167, -0.5116, -0.5079, -0.1872, 0.1996, 0.3588, 0.3167, 0.3928, -0.1640, -0.0233, -0.3399, -0.1218, 0.3713, -0.1646, 0.1241, 0.3182, -0.1618, -0.5028, -0.4745, -0.1590, 0.2807, 0.3649, 0.3315, 0.3218, -0.2310, 0.2931, -0.3985, -0.2018, 0.4254, -0.4482, 0.2898, 0.3084, -0.1871, -0.2380, -0.4774, -0.2275, 0.1147, 0.3245, 0.2990, 0.3574, -0.1772, -0.1578, -0.4413, -0.1835, 0.0165, 0.3168, 0.2945, 0.3417, -0.1956, 0.0269, -0.4812, -0.1787, 0.3478, -0.1600, 0.3015, 0.3538, -0.1810, -0.4912, -0.4677, -0.1932, 0.3183, 0.3477, 0.3194, 0.3242, -0.1875, -0.2794, -0.4948, -0.1807, 0.2144, 0.2587, 0.3328, 0.3321, -0.1995, -0.2591, -0.5120, -0.1431, 0.1104, 0.3551, 0.2935, 0.3666, -0.1214, -0.5698, -0.4789, -0.0672, 0.3136, 0.3360, 0.3351, 0.2595],
  "max_force_ev_per_a": 2.26,
  "energy_ha": -21381.65224,
  "charge": 1,
  "gap_ev": 8.7,
  "lumo_energy_ev": -2.5,
  "molar_mass_g_mol": 1825.3,
  "multiplicity": 1
}